[1]
The following is a DFT calculation (the ωB97M-V functional and the def2-TZVPD basis) of a single C4H10N2O molecule at a distorted geometry.

Output
SMILES   CN(C=O)CCN
2S+1   1
E_HOMO   -9.18 eV
Total energy   -343.14009 hartree
Charge   0

```
17
Properties=species:S:1:pos:R:3:forces:R:3
C -0.301 1.666 0.234 -0.40 -0.05 -0.98
N -0.723 0.430 -0.430 -0.35 -0.44 0.72
C -1.270 0.446 -1.666 0.35 -0.09 -1.13
O -1.185 1.326 -2.503 -0.24 0.31 0.64
C -0.637 -0.861 0.264 0.52 0.73 0.11
C 0.692 -1.053 1.040 0.47 -0.19 -1.59
N 1.878 -0.413 0.401 -0.17 0.11 0.19
H 0.614 1.459 0.772 0.20 0.37 -0.06
H -0.194 2.364 -0.601 0.53 0.12 0.34
H -1.057 2.116 0.885 -0.16 -0.44 0.12
H -1.782 -0.491 -1.953 0.15 -0.14 0.32
H -0.654 -1.658 -0.477 -0.28 0.17 -0.18
H -1.483 -1.005 0.941 0.04 -0.07 0.12
H 0.890 -2.113 0.889 -0.41 -0.39 1.25
H 0.618 -0.706 2.065 0.06 -0.26 0.16
H 2.704 -0.901 0.731 -0.01 0.15 0.24
H 1.891 -0.607 -0.592 -0.30 0.11 -0.26
```
Positions in Å, forces in eV/Å.

---

[2]
The following is a DFT calculation (the ωB97M-V functional and the def2-TZVPD basis) of a gas-phase ion, C6H7F4N2O (charge +1) at a distorted geometry.

Output
SMILES   CO/C=[NH+]/C=N\C(F)=C/C(F)(F)F
2S+1   1
E_HOMO   -13.00 eV
Total energy   -816.69820 hartree
Charge   +1

```
20
Properties=species:S:1:pos:R:3:forces:R:3
C 3.022 1.382 0.659 -2.73 -1.39 1.96
O 2.571 0.496 -0.401 -1.77 -1.70 -1.68
C 1.422 -0.125 -0.296 2.45 0.25 -2.74
N 0.992 -0.873 -1.338 3.12 2.36 2.91
C -0.238 -1.492 -1.545 -0.71 0.54 0.85
N -1.181 -1.645 -0.783 -2.16 -0.42 2.25
C -1.795 -1.487 0.474 0.14 1.88 0.08
F -1.802 -2.575 1.202 0.17 -0.88 -0.28
C -2.443 -0.403 0.967 -0.28 0.26 1.45
C -2.346 0.942 0.268 -0.32 -0.58 1.35
F -1.040 1.222 -0.058 0.26 0.34 0.29
F -2.976 0.939 -0.875 -0.78 0.26 -1.16
F -2.831 1.967 1.024 0.74 -1.02 -0.62
H 3.878 1.792 0.282 2.26 1.02 -0.74
H 3.212 0.683 1.529 -0.17 1.40 -0.63
H 2.236 2.173 0.791 0.80 -0.83 0.28
H 1.013 0.059 0.621 -2.35 -0.12 2.10
H 1.787 -0.927 -1.968 -0.57 -0.36 -0.95
H -0.425 -1.700 -2.541 0.32 -0.80 -2.18
H -3.056 -0.427 1.986 1.58 -0.20 -2.54
```
Positions in Å, forces in eV/Å.

---

[3]
The following is a DFT calculation (the ωB97M-V functional and the def2-TZVPD basis) of a single FHOS molecule at a distorted geometry.

Output
2S+1   1
E_HOMO   -11.06 eV
Total energy   -573.83399 hartree
Charge   0

```
4
Properties=species:S:1:pos:R:3:forces:R:3
O -1.289 1.523 0.372 -0.99 0.93 0.70
F -1.735 -1.198 0.236 0.45 2.24 -0.65
S -1.133 0.348 -0.432 -0.97 -2.33 -0.02
H 0.011 -0.057 0.050 1.50 -0.85 -0.04
```
Positions in Å, forces in eV/Å.

---

[4]
The following is a DFT calculation (the ωB97M-V functional and the def2-TZVPD basis) of a molecular structure, C4H10N2O at a distorted geometry.

Output
2S+1   1
E_HOMO (spin up / spin down)   -7.36 / -7.36 eV
Total energy   -343.01471 hartree
Charge   0

```
17
Properties=species:S:1:pos:R:3:forces:R:3
C -1.490 1.177 -0.160 0.18 -0.13 -0.04
N -0.428 0.309 0.338 1.16 -0.21 -0.77
C -0.581 -1.615 -0.027 2.58 -0.55 -1.97
N -1.312 -1.951 -1.027 -1.29 1.13 1.07
H -0.380 0.282 1.351 0.34 0.23 -0.24
H -1.692 -1.178 -1.571 0.44 -0.68 -0.55
H -0.738 -1.961 0.999 0.08 -0.08 0.12
H -1.505 2.107 0.407 -0.15 0.02 -0.02
H -2.445 0.657 -0.071 -0.02 0.04 0.00
H -1.309 1.422 -1.206 0.08 -0.12 0.09
C 2.098 0.243 0.592 0.09 -1.12 -0.46
C 0.938 0.365 -0.372 -1.40 4.01 1.22
O 1.017 1.027 -1.395 -0.34 -2.18 0.88
H 0.648 -1.506 -0.258 -1.70 -0.52 0.61
H 2.921 -0.212 0.040 0.11 0.09 0.16
H 2.407 1.238 0.926 -0.24 -0.08 -0.10
H 1.853 -0.405 1.435 0.08 0.15 0.00
```
Positions in Å, forces in eV/Å.

---

[5]
The following is a DFT calculation (the ωB97M-V functional and the def2-TZVPD basis) of 2 unconnected molecules or ions with the total composition C38H43N2 at a distorted geometry.

Output
2S+1   1
E_HOMO   -9.58 eV
Total energy   -1583.09873 hartree
Charge   +1

```
83
Properties=species:S:1:pos:R:3:forces:R:3
C -2.599 -2.278 3.130 -0.04 0.02 0.36
C -2.131 -2.939 1.833 0.41 -0.19 -0.16
C -2.719 -4.351 1.748 -0.23 0.01 0.04
C -2.620 -2.098 0.657 -0.06 0.09 -0.39
C -0.610 -3.013 1.817 -0.23 -0.64 -0.51
N 0.031 -4.192 1.953 -0.56 0.48 0.07
C 1.408 -4.021 2.070 0.52 0.40 0.00
C 1.663 -2.646 1.977 0.39 -0.28 0.40
C 2.988 -2.205 2.037 0.19 -0.33 -0.09
C 4.009 -3.143 2.250 -0.33 0.36 -0.18
C 3.722 -4.512 2.379 -0.57 -0.05 -0.12
C 2.397 -4.972 2.275 0.51 0.04 0.00
C 0.367 -1.977 1.793 0.42 0.58 0.04
C 0.178 -0.590 1.681 -0.27 -0.52 1.28
C 0.944 0.370 2.430 0.23 0.63 0.15
C 1.671 0.027 3.605 0.31 -0.06 -0.22
C 2.591 0.909 4.157 -0.39 -0.37 0.02
C 2.757 2.196 3.626 0.00 0.00 -0.09
C 3.810 3.126 4.151 0.10 0.23 -0.01
C 1.911 2.614 2.592 -0.39 -0.24 -0.14
C 0.992 1.736 2.029 0.10 -0.18 -0.03
H -2.189 -1.267 3.237 -0.12 -0.17 -0.03
H -3.696 -2.217 3.113 0.28 0.03 0.06
H -2.297 -2.866 4.004 -0.08 0.11 -0.09
H -2.389 -4.883 0.847 -0.05 0.05 0.14
H -2.486 -4.938 2.645 -0.01 0.03 -0.19
H -3.809 -4.268 1.699 0.18 -0.07 0.01
H -2.133 -2.407 -0.276 -0.18 0.09 0.08
H -3.708 -2.216 0.541 0.34 0.07 0.04
H -2.421 -1.036 0.829 -0.13 -0.15 -0.13
H -0.420 -5.101 1.969 -0.03 0.38 0.13
H 3.197 -1.144 1.921 0.19 -0.29 0.08
H 5.044 -2.791 2.312 -0.44 -0.21 -0.02
H 4.540 -5.217 2.538 -0.34 0.19 -0.02
H 2.130 -6.028 2.355 0.25 0.26 -0.02
H -0.638 -0.215 1.071 -0.02 0.04 0.17
H 1.518 -0.955 4.062 0.17 0.32 -0.26
H 3.201 0.596 5.008 -0.29 0.12 -0.22
H 3.795 4.061 3.582 0.11 -0.16 0.15
H 3.667 3.376 5.210 -0.08 -0.16 -0.20
H 4.808 2.678 4.060 -0.21 0.06 0.00
H 1.989 3.636 2.221 -0.10 -0.27 0.10
H 0.316 2.082 1.244 0.35 -0.13 0.11
C -3.429 5.799 -2.487 -0.36 -0.41 -0.32
C -4.060 4.828 -3.251 0.23 0.57 0.29
C -3.615 3.482 -3.232 0.47 -0.17 0.45
C -4.128 2.516 -4.131 0.00 -0.65 -0.30
C -3.602 1.236 -4.185 -0.24 0.85 0.03
C -2.595 0.861 -3.273 -0.14 0.19 0.60
C -2.141 1.726 -2.293 -0.43 0.04 0.04
C -1.127 1.236 -1.266 -0.05 0.32 -0.11
C 0.245 1.241 -1.924 -0.15 0.03 -0.94
C 1.482 0.859 -1.129 0.35 0.07 0.35
C 2.350 -0.075 -1.996 -0.28 -0.14 -0.37
C 1.570 -1.406 -2.148 0.78 -0.14 0.32
C 0.236 -1.092 -2.792 -0.52 1.16 -0.75
N 0.120 0.365 -3.075 0.67 -0.40 -1.51
C 1.177 0.723 -4.065 -1.24 -0.37 0.55
C 2.532 0.536 -3.415 0.94 -0.14 0.48
C -2.579 3.099 -2.308 -0.20 -0.42 -0.51
C -1.967 4.109 -1.530 -0.15 0.84 0.20
C -2.359 5.440 -1.637 0.27 -0.88 0.09
H -3.748 6.842 -2.536 0.05 -0.36 -0.02
H -4.904 5.090 -3.899 0.40 -0.05 0.19
H -4.925 2.818 -4.814 0.24 -0.12 0.17
H -3.950 0.517 -4.927 0.03 0.23 0.19
H -2.153 -0.130 -3.335 -0.36 0.18 0.07
H -1.124 1.880 -0.383 -0.15 -0.10 0.06
H -1.359 0.208 -0.938 -0.07 0.30 -0.13
H 0.417 2.252 -2.337 -0.24 -0.29 0.10
H 2.015 1.774 -0.827 0.07 -0.33 0.03
H 1.181 0.340 -0.218 0.26 -0.13 -0.01
H 3.322 -0.243 -1.526 -0.08 -0.02 -0.05
H 2.115 -2.116 -2.785 0.11 0.15 0.31
H 1.408 -1.873 -1.170 0.25 0.00 0.00
H 0.171 -1.565 -3.787 -0.22 0.01 0.47
H -0.621 -1.425 -2.190 0.14 0.07 -0.13
H 1.041 0.054 -4.920 0.04 0.25 -0.03
H 1.016 1.763 -4.377 -0.07 -0.29 -0.05
H 3.046 1.499 -3.340 0.14 -0.14 0.04
H 3.150 -0.130 -4.032 0.07 0.17 0.26
H -1.154 3.841 -0.850 -0.26 0.20 -0.24
H -1.833 6.201 -1.059 -0.21 -0.19 -0.15
```
Positions in Å, forces in eV/Å.

---

[6]
The following is a DFT calculation (the ωB97M-V functional and the def2-TZVPD basis) of 8 unconnected molecules or ions with the total composition C37H75NO15S7 at a distorted geometry.

Output
SMILES   CC1(C)CCCC(C)(C)N1O.O=S1(=O)CCCC1.O=S1(=O)CCCC1.O=S1(=O)CCCC1.O=S1(=O)CCCC1.O=S1(=O)CCCC1.O=S1(=O)CCCC1.O=S1(=O)CCCC1
2S+1   1
E_HOMO   -8.31 eV
Total energy   -5425.23705 hartree
Charge   0

```
135
Properties=species:S:1:pos:R:3:forces:R:3
C -9.406 -5.674 12.302 -0.16 1.14 -0.43
C -10.396 -4.721 13.063 0.75 -0.85 0.51
C -11.783 -4.585 12.406 0.18 0.21 1.07
C -10.617 -5.419 14.444 -1.66 0.17 -1.21
C -9.505 -5.388 15.375 1.53 1.78 0.39
C -9.096 -3.921 15.538 0.32 -0.04 0.15
C -8.796 -3.095 14.271 0.21 -1.15 0.12
C -8.674 -1.624 14.670 0.10 -0.54 0.12
C -7.428 -3.508 13.716 0.19 0.69 -0.91
N -9.882 -3.334 13.321 -1.30 -1.10 1.46
O -9.800 -2.577 12.170 0.79 -0.03 -0.81
H -9.895 -6.459 11.724 -0.27 0.05 0.14
H -8.846 -5.056 11.600 0.13 -0.15 -0.17
H -8.695 -6.146 12.980 -0.06 0.03 -0.06
H -12.392 -4.092 13.165 -0.14 0.44 -0.09
H -11.814 -3.972 11.506 0.12 -0.43 -0.12
H -12.286 -5.550 12.342 0.29 -0.17 -0.63
H -11.435 -4.878 14.921 -0.42 -0.16 0.02
H -10.880 -6.467 14.303 -0.55 0.00 -0.44
H -9.825 -5.647 16.384 0.22 -0.80 -0.08
H -8.647 -5.952 15.008 -0.01 -0.33 0.41
H -8.197 -3.965 16.153 0.05 0.63 0.22
H -9.906 -3.434 16.081 -0.04 0.23 0.23
H -7.852 -1.680 15.384 0.05 0.60 0.24
H -9.566 -1.240 15.167 -0.11 -0.05 -0.12
H -8.395 -0.967 13.847 -0.09 -0.14 -0.07
H -7.369 -4.535 13.354 -0.03 0.17 0.13
H -6.565 -3.284 14.343 -0.22 -0.18 0.49
H -7.305 -2.816 12.883 0.26 -0.34 -0.54
H -10.538 -1.967 12.244 -0.31 0.45 0.02
O -8.607 -2.289 21.396 0.60 0.26 -0.35
S -9.409 -1.176 20.957 -2.30 1.50 -0.16
O -9.679 -0.065 21.902 0.70 -1.69 -1.87
C -8.989 -0.591 19.175 0.85 -0.70 0.46
C -10.201 -0.887 18.286 0.93 0.75 0.61
C -10.789 -2.158 18.845 -0.60 0.62 0.60
C -10.995 -1.898 20.347 0.04 0.08 0.14
H -8.257 -1.330 18.850 0.33 -0.12 0.30
H -8.485 0.374 19.118 -0.57 0.17 0.36
H -10.932 -0.079 18.293 -0.02 0.04 0.20
H -9.878 -1.027 17.254 0.11 0.05 -0.01
H -10.109 -3.002 18.730 -0.24 -0.15 -0.35
H -11.730 -2.226 18.299 -0.15 -1.00 0.37
H -11.230 -2.781 20.941 0.22 -0.01 -0.09
H -11.782 -1.166 20.530 0.08 0.15 -0.09
O -17.179 -2.758 13.310 1.42 -0.85 -0.56
S -16.381 -3.962 13.044 -0.70 -0.38 2.06
O -15.093 -4.191 13.719 -0.82 0.75 -0.95
C -17.398 -5.384 13.531 -1.02 0.54 -0.63
C -17.450 -6.378 12.346 -0.76 -0.23 1.31
C -16.433 -5.923 11.354 1.28 -0.39 -0.65
C -16.312 -4.376 11.323 -0.40 -0.23 -0.22
H -18.388 -4.938 13.624 0.04 -0.05 0.49
H -17.015 -5.694 14.503 -0.06 -0.29 -0.25
H -17.278 -7.402 12.676 0.52 0.04 0.07
H -18.439 -6.497 11.903 -0.24 0.76 0.11
H -16.644 -6.435 10.415 0.22 0.62 -0.35
H -15.515 -6.373 11.733 0.52 0.42 -0.34
H -17.193 -3.891 10.902 -0.17 -0.15 -0.06
H -15.460 -3.873 10.867 0.24 -0.51 -0.04
O -14.940 -3.178 18.431 0.08 -0.40 -0.24
S -14.166 -4.393 18.523 1.39 -0.59 0.48
O -13.181 -4.517 19.606 -1.16 0.04 -0.76
C -15.195 -5.916 18.561 0.58 0.05 -0.59
C -14.301 -6.953 17.831 0.63 -0.12 0.85
C -13.695 -6.236 16.628 0.71 0.49 0.01
C -13.208 -4.820 17.016 -1.80 0.22 -0.06
H -16.118 -5.818 17.989 -0.04 0.52 0.17
H -15.393 -6.009 19.629 -0.01 -0.51 -0.14
H -13.508 -7.304 18.490 0.14 0.28 0.20
H -14.768 -7.888 17.522 -0.61 0.30 0.01
H -14.453 -6.121 15.853 0.03 -0.01 -0.09
H -12.827 -6.725 16.186 -0.26 -0.48 0.03
H -13.589 -4.191 16.212 0.51 0.53 0.12
H -12.158 -4.663 17.264 -0.14 -0.20 -0.10
O -18.028 2.615 16.585 0.45 1.66 -1.45
S -17.635 3.590 15.543 0.40 -1.71 0.25
O -17.391 4.985 15.862 -0.08 -0.82 -0.06
C -16.146 2.809 14.616 -1.52 0.40 0.52
C -16.638 2.659 13.152 -1.55 0.52 0.72
C -18.218 2.369 13.265 1.13 0.12 -0.91
C -18.778 3.458 14.128 0.15 0.57 1.44
H -16.021 1.854 15.126 -0.01 0.01 -0.09
H -15.356 3.501 14.909 0.22 -0.10 -0.65
H -16.586 3.626 12.652 0.28 0.09 -0.05
H -16.150 1.926 12.509 0.20 -0.14 0.49
H -18.404 1.342 13.580 -0.08 0.15 0.33
H -18.689 2.515 12.293 0.21 -0.33 -0.23
H -19.762 3.359 14.588 -0.02 -0.41 -0.21
H -18.750 4.428 13.632 0.13 -0.02 -0.07
O -7.565 4.583 17.380 -0.69 -2.59 -0.51
S -8.199 3.260 17.149 -0.72 1.84 -0.48
O -9.121 2.759 18.148 0.26 -0.09 -0.18
C -9.008 3.274 15.474 1.85 0.82 0.58
C -8.512 1.966 14.840 -2.81 -0.37 -1.11
C -7.136 1.619 15.203 2.32 1.63 1.74
C -7.028 1.965 16.702 0.62 -0.21 0.52
H -8.523 4.145 15.034 0.19 -0.02 -0.25
H -10.058 3.563 15.516 -0.06 -0.80 0.20
H -9.210 1.203 15.186 -0.02 -0.35 -0.14
H -8.576 1.998 13.753 -0.42 0.06 -0.04
H -6.449 2.276 14.669 0.11 -0.03 -0.21
H -6.746 0.605 15.111 -0.66 -0.05 -0.49
H -6.091 2.368 17.086 0.25 -0.32 -0.31
H -7.261 1.029 17.210 -0.25 0.41 0.61
O -11.734 -0.502 12.823 -3.18 0.67 1.12
S -13.096 -0.241 13.438 4.10 -1.10 1.76
O -14.258 -0.071 12.638 -0.95 0.47 -1.24
C -13.435 -1.490 14.722 1.11 0.97 0.23
C -13.506 -0.724 16.079 -0.15 -0.42 0.02
C -12.637 0.571 16.050 -0.53 -0.65 -0.57
C -12.941 1.105 14.660 -0.17 1.38 -1.10
H -12.514 -2.073 14.729 -0.30 -0.64 -0.31
H -14.360 -1.978 14.415 0.36 -0.34 0.25
H -14.573 -0.574 16.241 0.07 0.73 0.26
H -13.199 -1.356 16.913 0.03 -0.23 -0.17
H -11.582 0.404 16.264 0.14 -0.52 -0.71
H -12.852 1.260 16.867 -0.75 0.17 -0.25
H -12.336 1.894 14.214 0.65 -0.26 0.18
H -13.926 1.567 14.587 -0.26 -0.28 0.44
O -15.732 -0.114 7.032 -0.59 -0.75 0.32
S -16.176 -0.840 8.207 1.82 1.58 1.82
O -15.609 -2.108 8.592 0.01 -0.44 -0.69
C -15.998 0.243 9.724 0.48 -1.35 -0.45
C -17.299 0.978 9.917 0.08 -0.63 -0.34
C -18.251 0.497 8.789 -1.70 2.36 -0.66
C -17.927 -0.878 8.318 -0.04 -0.39 0.37
H -15.159 0.937 9.678 0.15 -0.46 -0.33
H -15.803 -0.541 10.455 0.11 0.34 0.26
H -17.790 0.710 10.852 0.30 0.11 0.17
H -16.978 2.020 9.951 -1.06 0.24 -0.30
H -18.333 1.160 7.928 0.66 0.32 -0.01
H -19.274 0.558 9.159 -0.08 -0.36 0.16
H -18.268 -1.205 7.336 -0.46 0.16 0.24
H -18.233 -1.509 9.152 0.33 -0.79 -0.43
```
Positions in Å, forces in eV/Å.